--- i ---
144
Properties=species:S:1:pos:R:3:mulliken_charge:R:1 method="wB97M-V/def2-TZVPD" spin_multiplicity=1 lumo_energy_ev=0.6131 homo_energy_ev=-9.43
C -0.600 0.952 -6.613 -1.2897
C -1.050 -0.302 -5.837 -0.2391
O -0.642 -0.239 -4.487 -0.4582
H 0.476 1.010 -6.502 0.3249
H -1.055 1.885 -6.227 0.1873
H -0.916 0.854 -7.654 0.4085
H -0.579 -1.078 -6.284 0.4450
H -2.160 -0.436 -5.900 0.2707
H -0.813 -1.116 -4.066 0.3280
C 3.344 2.197 3.751 -0.7552
C 4.213 1.832 2.554 -0.0978
O 3.289 1.672 1.473 0.3400
H 2.685 1.404 3.886 -0.1323
H 2.741 3.052 3.402 0.0315
H 3.811 2.623 4.653 0.4781
H 4.706 0.840 2.618 0.3596
H 5.051 2.510 2.411 0.2281
H 2.639 2.382 1.371 -0.2011
C 2.215 5.596 1.782 -1.2097
C 1.451 5.045 0.628 -0.1094
O 1.196 3.587 0.699 -0.1630
H 1.710 5.273 2.733 0.1161
H 2.283 6.660 1.685 0.4477
H 3.227 5.232 1.771 0.2569
H 1.982 5.217 -0.285 0.2470
H 0.414 5.504 0.494 0.2234
H 1.080 3.379 -0.280 0.2566
C -4.674 1.086 2.635 -1.8957
C -3.607 0.151 2.118 1.6106
O -3.727 -1.117 2.794 -0.6249
H -4.797 1.915 1.955 0.3521
H -4.469 1.398 3.621 0.4514
H -5.580 0.534 2.598 0.4873
H -2.579 0.553 2.263 -0.7612
H -3.749 -0.064 1.054 -0.3542
H -3.384 -0.925 3.700 0.3096
C -1.001 -0.370 4.424 0.0608
C 0.313 0.298 4.652 0.5372
O 0.092 1.731 4.720 -0.5552
H -0.778 -1.349 4.176 0.5964
H -1.534 -0.003 3.602 -1.0564
H -1.600 -0.387 5.331 0.5188
H 1.004 0.134 3.806 -0.5125
H 0.744 -0.095 5.619 0.3573
H -0.074 2.019 3.848 0.1806
C -1.355 4.538 3.782 -1.2961
C -1.864 3.771 2.586 -0.1607
O -1.095 2.557 2.352 0.9856
H -1.250 3.846 4.592 0.3383
H -1.828 5.393 4.130 0.5152
H -0.249 4.773 3.638 -0.0023
H -1.985 4.379 1.754 0.4199
H -2.886 3.423 2.884 0.0961
H -0.340 2.851 1.816 -0.4681
C -5.056 -2.892 -1.369 -1.1598
C -4.053 -1.848 -1.884 -0.3340
O -2.694 -1.912 -1.498 0.7350
H -6.050 -2.444 -1.530 0.4362
H -4.961 -3.109 -0.274 0.0347
H -4.923 -3.817 -1.941 0.3082
H -4.440 -0.896 -1.491 0.1184
H -4.116 -1.852 -2.951 0.4957
H -2.731 -2.206 -0.531 -0.2837
C -0.459 5.307 -3.455 -1.1629
C 0.749 4.409 -3.076 -0.5583
O 0.593 3.377 -2.042 -0.3490
H -1.171 5.473 -2.678 0.2754
H -1.047 4.975 -4.294 0.2402
H -0.035 6.250 -3.795 0.3918
H 1.557 5.004 -2.681 0.4907
H 1.147 3.881 -3.899 0.3583
H -0.257 2.863 -2.251 0.3154
C -2.788 2.636 -1.334 -1.3132
C -2.617 1.715 -2.463 2.4981
C -3.884 1.787 -3.353 -1.7222
O -1.449 2.098 -3.214 -0.3261
H -3.034 3.673 -1.683 0.3087
H -1.956 2.513 -0.659 -0.0160
H -3.689 2.408 -0.739 0.4904
H -2.521 0.684 -2.060 -1.3176
H -4.071 2.798 -3.748 0.3549
H -4.719 1.415 -2.730 0.3784
H -3.930 1.163 -4.245 0.2925
H -0.957 1.315 -3.571 0.2996
C 5.774 -0.832 -1.503 -1.6471
C 5.606 0.268 -0.435 1.5976
C 6.999 0.661 -0.006 -1.4223
O 4.861 1.331 -0.907 -0.6514
H 6.316 -1.632 -1.084 0.3962
H 6.184 -0.489 -2.455 0.4363
H 4.836 -1.194 -1.966 0.2437
H 5.181 -0.200 0.414 -0.2137
H 7.625 0.839 -0.899 0.3913
H 7.459 -0.247 0.391 0.3795
H 7.058 1.525 0.747 0.2327
H 4.381 1.661 -0.139 0.2327
C -1.688 -5.042 0.356 -0.8911
C -2.708 -4.507 1.293 0.6651
C -2.440 -4.847 2.727 -1.1909
O -2.711 -3.054 1.114 -0.4425
H -1.558 -6.121 0.454 0.4558
H -0.711 -4.558 0.412 0.0610
H -1.966 -5.008 -0.679 0.0001
H -3.653 -4.817 0.838 0.2438
H -2.449 -5.935 3.005 0.3600
H -3.140 -4.294 3.409 0.3490
H -1.416 -4.473 2.889 0.1948
H -3.216 -2.659 1.845 0.0962
C 1.490 -1.843 -0.890 -1.3355
C 1.500 -0.460 -0.274 0.5230
C 0.081 0.127 -0.112 1.2847
O 2.112 -0.755 1.043 0.4721
H 1.049 -1.850 -1.905 0.3089
H 1.033 -2.521 -0.137 0.0141
H 2.590 -2.130 -0.894 0.2449
H 2.194 0.232 -0.817 0.2633
H 0.176 1.188 0.128 -0.7179
H -0.511 -0.450 0.696 -0.4595
H -0.469 -0.034 -0.994 -0.4860
H 2.414 0.168 1.316 -0.4748
C 0.381 -4.623 -4.366 -1.4602
C -0.832 -3.723 -4.494 1.0040
C -2.238 -4.391 -4.391 -1.3218
O -0.733 -2.790 -3.473 -0.1891
H 0.338 -5.493 -5.052 0.3964
H 0.358 -4.903 -3.350 0.3087
H 1.357 -4.061 -4.482 0.3127
H -0.829 -3.249 -5.480 -0.0061
H -3.087 -3.713 -4.591 0.2896
H -2.510 -4.894 -3.382 0.0905
H -2.270 -5.174 -5.103 0.5599
H -1.477 -2.756 -2.846 -0.0453
C 2.871 -3.866 4.784 -1.8432
C 2.980 -2.930 3.642 1.1860
C 4.085 -3.309 2.703 -1.1246
O 1.711 -2.865 3.003 -0.4456
H 1.962 -3.757 5.313 0.4282
H 3.677 -3.689 5.508 0.4195
H 3.043 -4.904 4.520 0.3659
H 3.225 -1.958 4.068 0.0170
H 4.974 -3.304 3.292 0.4576
H 4.116 -2.549 1.980 -0.0617
H 3.908 -4.261 2.153 0.2967
H 1.822 -2.230 2.278 0.1477

---

--- ii ---
144
Properties=species:S:1:pos:R:3:mulliken_charge:R:1 method="wB97M-V/def2-TZVPD" spin_multiplicity=1 lumo_energy_ev=0.3453 homo_energy_ev=-9.64
C 2.183 -1.491 3.322 -1.2195
C 3.495 -0.706 3.221 1.7396
C 3.771 0.100 4.492 -1.4706
O 4.583 -1.535 2.849 -0.5934
H 2.209 -2.202 4.152 0.5229
H 2.049 -2.077 2.410 0.2471
H 1.379 -0.760 3.404 0.1537
H 3.352 0.032 2.424 -0.7324
H 4.211 -0.498 5.289 0.4784
H 2.840 0.581 4.794 0.2904
H 4.483 0.885 4.224 0.2550
H 4.674 -2.211 3.531 0.3649
C -2.547 -2.628 2.971 -0.7950
C -2.413 -3.948 2.250 1.9967
C -1.354 -4.864 2.886 -1.5209
O -3.673 -4.640 2.403 -0.6340
H -3.144 -1.917 2.395 -0.2236
H -1.599 -2.089 3.050 0.0235
H -3.026 -2.766 3.939 0.5563
H -2.208 -3.783 1.187 -0.7648
H -1.802 -5.341 3.755 0.3800
H -0.384 -4.413 3.108 0.2191
H -1.107 -5.684 2.200 0.4479
H -3.624 -5.387 1.796 0.3871
C 2.063 3.350 2.794 0.4822
C 2.852 4.637 2.992 0.1735
C 2.924 4.938 4.493 -1.5811
O 4.177 4.511 2.458 -0.6129
H 2.222 2.585 3.554 0.3804
H 2.265 2.902 1.816 -0.3411
H 0.984 3.522 2.759 -0.2468
H 2.390 5.526 2.566 0.3132
H 3.158 4.061 5.099 0.3555
H 1.989 5.392 4.822 0.3566
H 3.710 5.673 4.690 0.4054
H 4.663 3.874 2.993 0.3311
C 3.163 -1.284 -1.546 0.8545
C 4.207 -2.114 -2.281 0.1722
C 5.416 -1.275 -2.691 -1.4795
O 4.660 -3.197 -1.466 -0.5950
H 2.887 -0.377 -2.092 0.1443
H 3.624 -0.938 -0.615 -0.1038
H 2.239 -1.827 -1.353 -0.8055
H 3.750 -2.565 -3.165 0.4122
H 5.909 -0.833 -1.819 0.3090
H 5.125 -0.433 -3.328 0.3235
H 6.135 -1.874 -3.246 0.3765
H 5.177 -2.821 -0.745 0.3720
C -0.257 0.773 1.210 -0.6502
C -0.007 -0.082 -0.039 1.4419
C -1.152 -1.030 -0.313 0.4399
O 0.070 0.783 -1.175 0.8038
H -0.622 0.192 2.061 0.2519
H -0.928 1.596 0.971 0.0243
H 0.704 1.124 1.600 -0.1040
H 0.932 -0.638 0.093 -0.9233
H -2.028 -0.576 -0.777 0.2694
H -1.480 -1.502 0.619 -0.3848
H -0.860 -1.858 -0.964 -0.6168
H 0.455 1.633 -0.856 -0.4468
C -4.316 -2.835 -1.020 -0.0980
C -5.365 -3.241 -2.036 0.5960
C -5.016 -4.510 -2.793 -1.4742
O -6.624 -3.459 -1.399 -0.6005
H -4.636 -1.905 -0.540 0.1500
H -3.334 -2.651 -1.467 -0.4544
H -4.100 -3.565 -0.237 0.2255
H -5.499 -2.438 -2.772 0.2434
H -4.135 -4.362 -3.418 0.3156
H -5.862 -4.875 -3.370 0.3860
H -4.747 -5.282 -2.065 0.3343
H -6.871 -2.655 -0.932 0.3123
C 4.154 2.009 -0.177 0.0804
C 4.564 3.314 -0.829 -0.0202
C 4.375 3.294 -2.334 -1.2000
O 3.620 4.307 -0.360 -0.7175
H 4.156 2.102 0.918 0.0693
H 4.805 1.154 -0.368 0.4039
H 3.117 1.716 -0.357 -0.3441
H 5.553 3.686 -0.564 0.4906
H 4.894 2.437 -2.774 0.3611
H 4.890 4.140 -2.796 0.4236
H 3.331 3.310 -2.632 0.0393
H 3.714 4.464 0.596 0.2782
C 0.258 -4.028 -2.765 -0.7028
C 1.158 -4.607 -1.684 0.6833
C 0.663 -4.200 -0.309 -0.5548
O 1.225 -6.025 -1.749 -0.6490
H -0.761 -4.418 -2.671 0.2761
H 0.567 -4.272 -3.785 0.4809
H 0.196 -2.939 -2.698 -0.2455
H 2.165 -4.188 -1.801 -0.0021
H -0.392 -4.372 -0.107 -0.0273
H 0.871 -3.142 -0.135 -0.1307
H 1.317 -4.741 0.380 0.5084
H 1.809 -6.274 -2.471 0.3815
C 0.829 2.710 -4.511 -1.2056
C 0.189 1.373 -4.836 0.8792
C 0.583 0.861 -6.207 -1.6876
O 0.637 0.383 -3.907 -0.2395
H 0.546 3.444 -5.276 0.4921
H 1.918 2.674 -4.488 0.2016
H 0.479 3.140 -3.570 0.0926
H -0.901 1.450 -4.741 0.2544
H 0.244 -0.165 -6.351 0.3135
H 1.671 0.872 -6.280 0.3620
H 0.127 1.470 -6.989 0.4110
H 0.289 0.561 -3.015 0.2721
C -3.975 0.588 1.753 0.8076
C -4.999 0.932 2.826 0.3140
C -4.966 0.026 4.038 -1.4977
O -4.748 2.268 3.301 -0.5739
H -4.022 1.372 1.000 -0.2360
H -4.232 -0.403 1.374 -0.2956
H -2.974 0.532 2.182 -0.1729
H -5.986 0.907 2.351 0.3385
H -3.939 -0.051 4.405 0.2828
H -5.249 -1.010 3.832 0.3497
H -5.637 0.367 4.824 0.4289
H -5.066 2.887 2.636 0.3231
C -1.668 4.104 3.499 -0.2734
O -0.979 5.255 2.989 -0.4471
H -1.363 3.215 2.951 -0.1832
H -1.435 3.903 4.551 0.2892
H -2.739 4.287 3.410 0.3479
H -1.426 6.015 3.372 0.2993
C -2.406 -1.565 -4.061 0.6911
O -2.540 -2.090 -5.373 -0.6143
H -1.943 -2.282 -3.381 -0.3136
H -1.795 -0.656 -4.081 -0.3163
H -3.404 -1.290 -3.722 0.2250
H -1.727 -2.514 -5.656 0.3370
C -3.619 2.825 -1.397 -0.4259
O -4.967 2.470 -1.115 -0.5491
H -3.585 3.606 -2.161 0.4306
H -3.118 3.168 -0.492 0.0218
H -2.993 1.994 -1.743 0.1991
H -5.293 2.032 -1.907 0.3108
C 0.282 4.353 -0.174 -0.0722
O 1.015 3.263 -0.760 -0.3879
H 0.299 5.224 -0.826 0.3690
H -0.734 4.014 0.015 -0.1853
H 0.751 4.532 0.794 -0.1874
H 1.956 3.493 -0.736 0.1916

---

Quick one: least stable of them? i

---

--- i ---
43
Properties=species:S:1:pos:R:3:nbo_charge:R:1 method="wB97M-V/def2-TZVPD" spin_multiplicity=1 lumo_energy_ev=0.4638 smiles="COc1ccc(CC(=O)O[C@H](C)C(=O)c2ccc(C)cc2)cc1" homo_energy_ev=-8.40
C 5.285 -0.800 -0.177 -0.2511
H 6.307 -1.171 -0.124 0.2003
O 4.592 -1.708 -0.998 -0.4935
C 3.265 -1.500 -1.223 0.3062
C 2.530 -0.428 -0.730 -0.3133
C 1.184 -0.319 -1.030 -0.1251
C 0.541 -1.264 -1.816 -0.0618
C 1.281 -2.335 -2.302 -0.1732
C 2.624 -2.451 -2.017 -0.2553
H 3.205 -3.279 -2.392 0.2233
H 0.801 -3.088 -2.910 0.2084
C -0.931 -1.134 -2.090 -0.5250
C -1.730 -1.352 -0.821 0.8147
O -1.418 -2.068 0.090 -0.5847
O -2.864 -0.637 -0.843 -0.5154
C -3.710 -0.772 0.300 -0.0104
C -4.998 0.006 0.050 -0.6124
H -5.661 -0.126 0.900 0.2346
H -5.484 -0.366 -0.848 0.2231
H -4.790 1.065 -0.076 0.2083
C -3.043 -0.306 1.602 0.5606
O -3.466 -0.707 2.660 -0.5277
C -1.899 0.623 1.504 -0.1113
C -0.881 0.497 2.448 -0.1485
C 0.224 1.323 2.404 -0.2277
C 0.332 2.314 1.436 0.0141
C -0.699 2.454 0.510 -0.2300
C -1.797 1.617 0.531 -0.1991
H -2.578 1.749 -0.202 0.2198
H -0.632 3.227 -0.243 0.2126
C 1.521 3.221 1.377 -0.6358
H 2.285 2.910 2.085 0.2163
H 1.949 3.225 0.375 0.2204
H 1.226 4.243 1.614 0.2256
H 1.012 1.200 3.133 0.2131
H -0.968 -0.272 3.200 0.2324
H -3.941 -1.837 0.441 0.2219
H -1.251 -1.887 -2.813 0.2428
H -1.182 -0.148 -2.486 0.2370
H 0.623 0.515 -0.638 0.2032
H 2.988 0.326 -0.108 0.2137
H 4.860 -0.766 0.832 0.1756
H 5.289 0.208 -0.605 0.1736

---

--- ii ---
43
Properties=species:S:1:pos:R:3:nbo_charge:R:1 method="wB97M-V/def2-TZVPD" spin_multiplicity=1 lumo_energy_ev=0.0590 smiles="COc1ccc(/C=C/C(=O)Oc2ccc(C)c(C)c2)cc1OC" homo_energy_ev=-8.05
C -2.214 0.090 6.369 -0.2520
H -1.922 -0.522 7.221 0.2031
O -1.495 -0.420 5.273 -0.4764
C -1.661 0.164 4.061 0.2720
C -2.494 1.239 3.794 -0.3028
C -2.583 1.762 2.516 -0.1633
C -1.848 1.220 1.465 -0.1229
C -1.003 0.132 1.736 -0.2792
C -0.899 -0.395 3.005 0.3352
O -0.103 -1.441 3.356 -0.4940
C 0.683 -2.047 2.361 -0.2526
H 1.400 -1.343 1.926 0.1758
H 0.065 -2.475 1.563 0.1760
H 1.225 -2.847 2.863 0.2024
H -0.419 -0.285 0.933 0.2173
C -1.972 1.793 0.146 -0.0718
C -1.425 1.337 -0.991 -0.3705
C -1.659 2.037 -2.259 0.7613
O -2.491 2.894 -2.420 -0.5655
O -0.921 1.639 -3.329 -0.4891
C 0.252 0.930 -3.185 0.2799
C 0.445 -0.185 -3.988 -0.2645
C 1.627 -0.908 -3.930 0.0849
C 2.635 -0.508 -3.046 -0.0604
C 2.431 0.615 -2.256 -0.1837
C 1.256 1.341 -2.318 -0.2766
H 1.115 2.219 -1.705 0.2284
H 3.210 0.935 -1.579 0.2098
C 3.919 -1.273 -2.957 -0.6283
H 4.585 -0.824 -2.224 0.2169
H 3.733 -2.307 -2.669 0.2154
H 4.426 -1.286 -3.921 0.2177
C 1.813 -2.108 -4.806 -0.6497
H 0.934 -2.275 -5.423 0.2183
H 1.991 -2.999 -4.205 0.2170
H 2.675 -1.974 -5.459 0.2187
H -0.344 -0.478 -4.663 0.2203
H -0.825 0.440 -1.029 0.2155
H -2.572 2.693 0.074 0.2260
H -3.238 2.600 2.330 0.2142
H -3.082 1.682 4.582 0.2231
H -3.295 0.006 6.217 0.1772
H -1.955 1.135 6.570 0.1771

---

Quick one: least stable of them? ii

---

--- i ---
31
Properties=species:S:1:pos:R:3:nbo_charge:R:1 method="wB97M-V/def2-TZVPD" spin_multiplicity=1 lumo_energy_ev=0.5926 smiles="CCC(CC)[C@@H](CN)CC(=O)O" homo_energy_ev=-9.58
C -1.537 -0.934 2.591 -0.6231
C -1.587 -0.185 1.260 -0.4194
C -0.111 0.208 0.808 -0.1933
C 0.844 -1.009 0.741 -0.4353
C 0.202 -2.196 -0.007 -0.6083
C -0.080 1.317 -0.331 -0.2009
C 1.173 2.065 -0.445 -0.2420
C -0.818 0.983 -1.675 -0.5208
C -0.416 -0.386 -2.297 0.8286
H -0.803 -1.839 2.525 0.2051
H -2.512 -1.353 2.816 0.2135
H -1.389 -0.316 3.489 0.2097
H -2.238 0.732 1.322 0.2121
H -1.857 -0.926 0.408 0.2209
H 0.166 0.915 1.674 0.1911
H 1.845 -0.934 0.453 0.1998
H 0.919 -1.529 1.698 0.2111
H -0.035 -1.881 -1.041 0.2223
H -0.662 -2.580 0.538 0.1952
H 0.875 -3.036 -0.031 0.2085
H -0.805 2.097 0.017 0.2093
H 1.495 2.387 0.599 0.1846
H 0.751 2.817 -1.037 0.2026
H 2.661 0.727 -0.469 0.3744
H 2.753 2.239 -1.222 0.3818
H -1.904 1.053 -1.582 0.2310
H -0.506 1.640 -2.387 0.2101
H 1.676 0.205 -2.294 0.5317
N 2.244 1.351 -1.147 -0.8481
O 0.994 -0.516 -2.485 -0.7859
O -1.338 -1.115 -2.488 -0.5661

---

--- ii ---
31
Properties=species:S:1:pos:R:3:nbo_charge:R:1 method="wB97M-V/def2-TZVPD" spin_multiplicity=1 lumo_energy_ev=0.7064 homo_energy_ev=-9.10
C 1.381 0.257 -1.407 -0.4022
C 0.244 1.253 -1.151 -0.4355
C 0.904 -1.210 -1.062 -0.4239
C -0.235 1.240 0.318 0.0850
C 0.239 -1.263 0.210 0.0481
C 0.836 1.800 1.337 -0.6129
C -1.399 2.175 0.336 -0.6251
C 1.248 -1.376 1.345 -0.5984
C -0.785 -2.444 0.228 -0.5697
N -0.574 -0.172 0.697 -0.1262
O -2.485 -0.346 -1.249 -0.4480
O -2.251 -0.354 0.106 -0.2273
H 1.710 0.435 -2.424 0.2219
H 2.240 0.510 -0.709 0.1956
H 0.665 2.292 -1.249 0.2036
H -0.708 1.358 -1.796 0.2401
H 0.308 -1.637 -1.810 0.2097
H 1.810 -1.834 -1.138 0.2171
H 0.902 2.828 1.528 0.2218
H 1.771 1.566 0.923 0.1986
H 0.750 1.312 2.259 0.2172
H -2.376 1.686 0.034 0.2554
H -1.319 2.991 -0.453 0.2149
H -1.456 2.546 1.359 0.2087
H 0.756 -0.987 2.253 0.2365
H 2.080 -0.741 1.200 0.2042
H 1.595 -2.459 1.276 0.2194
H -1.501 -2.454 1.027 0.2347
H -0.307 -3.425 0.151 0.2004
H -1.337 -2.309 -0.696 0.1834
H -2.707 -1.241 -1.442 0.4528

---

Quick one: least stable of them? ii